The following is a quantum chemistry calculation of a cluster of 12 separate species, C49H131N9O31P8 in total, from the OMol25 dataset.

Structure (XYZ):
```
228
Properties=species:S:1:pos:R:3:forces:R:3
C 5.323434 3.298054 -1.552434 1.27 -1.09 0.32
N 3.925697 3.540735 -1.417074 0.49 0.10 -0.35
C 3.159525 2.364047 -1.216329 -0.08 -1.80 1.21
P 3.319038 5.074919 -1.447473 0.06 -0.34 -0.82
O 4.405032 6.088335 -1.414955 -0.56 -0.49 0.28
N 2.355686 5.081376 -2.832673 -0.46 0.72 0.83
C 1.731452 6.425509 -2.899296 -0.35 0.41 -1.03
C 3.106598 4.785600 -4.037945 -0.22 2.34 -0.54
N 2.163410 5.275989 -0.291178 -0.64 -0.42 0.25
C 0.839925 4.592207 -0.186413 0.82 0.61 -1.29
C 2.648654 5.828588 0.933601 0.26 1.60 1.17
H 5.849937 4.124999 -1.986242 0.14 0.51 -0.15
H 5.503299 2.406501 -2.181012 -0.21 0.37 0.11
H 5.777011 3.082578 -0.565478 -0.03 0.10 -0.21
H 2.154156 2.698486 -1.077824 -0.84 -0.42 0.09
H 3.474462 1.795794 -0.255500 -0.36 0.91 -1.08
H 3.203070 1.557870 -2.006359 0.12 1.21 0.27
H 2.482528 7.247782 -2.932133 -0.18 -0.51 0.15
H 1.142274 6.548214 -3.840137 0.24 -0.40 0.68
H 1.076204 6.586045 -2.035384 0.14 -0.08 -0.34
H 2.424005 4.720015 -4.873840 -0.41 -0.20 -0.26
H 3.704181 5.725236 -4.252129 0.22 -1.35 -0.06
H 3.644755 3.868268 -3.977257 0.73 -0.46 0.21
H 0.893597 3.984740 0.726309 -0.38 -0.25 -0.41
H -0.007931 5.318368 -0.134072 0.80 -0.60 0.08
H 0.717312 4.027871 -1.147806 -0.29 0.28 1.19
H 2.582695 6.945202 0.957301 0.03 -0.62 -0.13
H 3.699102 5.605332 1.172269 -0.28 -0.19 -0.23
H 2.024883 5.493241 1.760325 0.04 -0.22 0.14
C -6.668391 -3.381465 2.819059 0.08 0.62 -0.33
N -5.937821 -2.480128 3.704579 0.02 -1.59 0.40
C -5.515935 -3.190109 4.916303 -0.62 0.99 0.40
P -6.082431 -0.869977 3.891070 -0.39 0.37 0.57
O -5.477265 -0.531682 5.203197 -0.42 0.62 0.04
N -5.318266 -0.188113 2.602364 0.78 -0.38 -1.01
C -3.943329 -0.734509 2.242891 -2.20 -1.07 0.14
C -5.390772 1.254767 2.612506 1.14 0.90 -1.39
N -7.681028 -0.417129 3.751658 0.73 0.04 -0.40
C -8.424100 -0.230037 2.522973 0.38 0.88 0.20
C -8.552021 -0.401856 4.881562 -0.70 -0.39 0.44
H -7.584207 -3.826506 3.196167 -0.12 -0.05 1.00
H -6.023779 -4.218121 2.535795 0.01 0.20 -0.30
H -7.051369 -2.838923 1.976123 0.40 0.25 -0.87
H -6.324084 -3.867835 5.083718 0.07 -1.37 0.32
H -5.545015 -2.542544 5.801049 0.34 -0.05 -0.46
H -4.522652 -3.587159 4.801066 0.27 -0.71 0.06
H -3.246569 -0.019046 2.608028 1.03 0.26 0.33
H -3.850688 -1.749851 2.687373 0.09 0.92 0.16
H -3.836688 -0.939732 1.173334 -0.16 0.68 0.10
H -5.385209 1.726224 1.606402 -0.13 -0.64 0.18
H -6.247682 1.633207 3.102430 -1.08 0.07 0.56
H -4.541367 1.727093 3.103504 0.35 -0.16 0.40
H -7.703739 -0.023716 1.712512 -0.84 -0.46 -0.06
H -9.151977 -1.023372 2.386574 0.28 -0.64 -0.62
H -9.094013 0.629473 2.694985 0.41 0.23 -0.34
H -9.217977 0.459294 4.725705 0.08 -0.06 0.64
H -7.999485 -0.367505 5.810662 0.11 0.36 0.19
H -9.206491 -1.298894 4.951833 0.24 0.24 -0.25
C 3.741461 -1.119766 -1.810348 1.51 0.98 -0.78
N 3.284850 -1.101557 -3.178402 -0.74 0.30 -0.32
C 2.133969 -1.963154 -3.455279 -0.33 0.68 0.31
P 4.175212 -0.344092 -4.334892 -1.40 0.51 -0.37
O 4.942337 0.838354 -3.902222 -0.29 0.50 0.48
N 5.198287 -1.411887 -4.954104 1.79 -1.21 -0.28
C 4.778511 -2.714339 -5.399081 1.30 -1.81 -0.71
C 6.545808 -0.982269 -5.306224 0.78 -0.93 -0.13
N 3.069465 -0.113710 -5.612578 0.66 -0.45 2.37
C 2.043416 0.884523 -5.321055 0.33 -0.55 -1.34
C 3.710078 0.017877 -6.899746 -1.74 1.71 -0.07
H 4.578427 -0.402577 -1.704717 -0.17 -0.49 -0.10
H 4.075153 -2.103142 -1.567250 0.29 -0.82 0.55
H 3.024800 -0.770420 -1.108925 -1.15 0.10 0.57
H 1.381816 -1.691980 -2.678628 0.33 -0.65 -0.58
H 2.398589 -3.035358 -3.458732 -0.11 0.34 0.30
H 1.708737 -1.697974 -4.434555 0.14 -0.18 0.39
H 4.900063 -2.782228 -6.511773 -0.43 -0.01 0.63
H 5.437152 -3.569681 -5.016772 -0.60 1.27 -0.21
H 3.770916 -3.019377 -5.100914 0.14 0.54 -0.16
H 6.707215 -0.964780 -6.394565 -0.20 0.02 0.04
H 6.726392 0.009478 -4.908536 -0.03 0.00 0.03
H 7.335935 -1.677103 -4.905753 -0.80 0.47 -0.15
H 1.541527 0.627003 -4.433283 -0.27 -0.17 1.52
H 2.385012 1.929499 -5.292861 -0.03 -0.20 -0.16
H 1.288542 0.687068 -6.071198 -0.38 0.69 -0.52
H 4.306877 0.957373 -6.844638 -0.03 -0.58 -0.90
H 2.811612 0.116241 -7.565441 1.23 0.16 -0.15
H 4.263612 -0.855804 -7.169451 0.44 -0.29 -0.14
C 5.777022 -7.418914 -0.577499 -2.59 -0.33 -0.26
O 4.738363 -6.645430 -1.348173 2.14 -1.35 0.47
P 4.881651 -5.070881 -1.336004 -0.22 -0.70 -0.17
O 5.319675 -4.561509 -0.043023 0.39 0.69 0.56
O 5.685586 -4.595096 -2.594004 1.25 0.18 -0.57
C 6.756150 -3.589217 -2.547045 -0.59 -1.68 -0.43
O 3.453443 -4.776388 -1.837658 -1.83 1.30 -0.47
C 2.397438 -4.568859 -0.830461 0.84 0.07 -2.03
H 5.609358 -7.170385 0.470550 0.10 -0.20 -0.04
H 6.774761 -7.165551 -0.842006 0.73 0.22 -0.55
H 5.525099 -8.488118 -0.790341 0.44 1.01 0.23
H 7.342947 -3.776822 -1.680495 0.74 -0.18 0.58
H 6.311013 -2.641809 -2.438244 -0.51 1.29 -0.18
H 7.330233 -3.687920 -3.479638 -0.29 0.04 0.45
H 1.572427 -4.066401 -1.334444 0.15 0.04 0.19
H 2.880142 -4.010576 -0.083201 -0.16 0.66 1.21
H 2.134220 -5.533044 -0.519973 -0.70 -1.15 0.85
C 2.818798 2.038678 3.721031 0.74 1.20 -0.22
O 4.006725 1.895211 4.495231 0.38 0.51 0.44
P 4.210718 0.609852 5.336715 0.97 -2.13 0.87
O 4.166408 -0.672162 4.580391 -0.16 1.23 0.64
O 3.212472 0.648619 6.561283 -0.76 0.46 -0.34
C 3.036609 1.867641 7.340623 1.51 -0.98 0.34
O 5.570867 0.911814 6.107310 0.25 -0.51 -0.42
C 6.882799 0.781252 5.457526 -1.79 -1.04 -0.06
H 3.044755 1.544763 2.792604 -0.74 -0.43 -0.47
H 2.832553 3.112065 3.556933 -0.58 0.11 -0.35
H 1.926902 1.774047 4.275090 -0.15 -0.34 -0.16
H 2.641676 2.688687 6.789867 -0.17 0.45 -0.77
H 4.022927 2.081713 7.780842 -0.42 0.28 -0.13
H 2.351626 1.637216 8.124622 -0.49 -0.33 0.46
H 6.907586 -0.136335 4.792202 0.12 0.98 1.02
H 7.569532 0.778569 6.294047 0.35 -0.17 -0.27
H 6.928507 1.663787 4.870180 0.79 0.72 -0.68
C -4.321924 0.875767 -1.246013 -0.25 0.29 0.23
O -4.559436 -0.503649 -0.899819 2.13 1.62 -0.86
P -5.849588 -1.235429 -1.255288 -3.40 0.73 1.46
O -7.087483 -0.484938 -0.885838 1.15 -0.88 -0.82
O -5.609517 -2.467175 -0.345207 0.53 -2.70 0.51
C -4.425187 -3.346642 -0.439017 -1.20 0.35 -1.48
O -5.786036 -1.742130 -2.731641 0.54 0.17 -0.97
C -7.001097 -1.796658 -3.543079 1.46 0.51 0.05
H -3.316648 1.041513 -0.887022 0.24 0.41 -0.20
H -5.025703 1.517894 -0.688483 0.18 -0.35 -0.26
H -4.408140 1.097301 -2.326188 0.09 -0.41 0.45
H -3.687581 -2.942118 0.194699 0.94 0.40 0.79
H -4.033177 -3.396407 -1.474754 -0.31 0.24 0.47
H -4.673708 -4.366529 -0.153732 -0.39 0.23 0.21
H -6.677098 -1.882398 -4.592075 -0.10 0.13 0.47
H -7.512834 -0.852011 -3.349822 -0.55 -0.54 -0.16
H -7.452744 -2.712745 -3.228982 -1.08 -0.21 -0.03
C 2.357816 -3.551527 5.105035 0.82 -0.02 -1.58
O 2.134465 -4.135575 3.786672 -0.32 -0.43 0.97
P 1.183671 -3.565088 2.689008 2.16 -1.22 -0.39
O 0.980639 -4.541680 1.633221 -0.70 -0.67 -0.71
O -0.070810 -3.024576 3.391507 -2.05 0.38 0.61
C -1.379180 -3.562225 3.067305 0.45 -0.76 1.85
O 1.925329 -2.288409 2.254385 0.57 2.29 -0.61
C 3.345116 -2.157994 1.942218 -0.62 -0.48 -0.27
H 2.625471 -2.487992 5.018445 0.15 -0.37 0.02
H 3.197766 -4.182284 5.376309 0.03 0.45 0.97
H 1.491257 -3.657587 5.721073 -0.50 -0.32 0.43
H -1.383828 -4.035664 2.122099 0.15 -0.41 -1.03
H -2.046523 -2.749044 3.111172 -0.76 1.02 -0.10
H -1.713906 -4.296931 3.843032 0.57 0.52 -0.54
H 3.494934 -2.453419 0.893295 -0.02 0.48 0.30
H 3.904635 -2.874029 2.535332 0.16 0.21 0.27
H 3.618176 -1.118237 2.163056 0.01 -0.53 -0.09
C -0.545888 0.003747 4.589616 0.22 -2.23 1.11
O -1.344064 1.133938 4.411945 -1.54 0.45 -1.55
P -1.207216 2.222812 5.509964 -0.02 0.63 0.92
O 0.203208 2.540725 5.684995 0.80 0.51 0.83
O -2.111260 3.436909 5.140296 -0.69 0.17 -1.22
C -1.595127 4.791577 5.043128 -0.38 -1.65 0.26
O -1.984248 1.699864 6.765609 1.49 -0.09 0.11
C -3.352060 1.399266 6.749574 -1.15 -1.81 0.84
H -1.162939 -0.773985 5.123034 0.57 0.47 -0.72
H 0.265266 0.254421 5.271207 0.35 -0.21 -0.20
H -0.142789 -0.400058 3.648964 -0.35 0.39 0.24
H -2.070098 5.276097 5.874149 0.02 0.80 0.15
H -1.903983 5.162220 4.079567 0.10 0.41 -0.18
H -0.537186 4.665302 5.178844 0.60 0.74 -0.12
H -3.765345 1.843927 7.651526 -0.22 -0.07 -0.04
H -3.475005 0.292257 6.782036 0.05 0.74 0.16
H -3.936772 1.691163 5.895262 0.19 0.57 -0.56
C -3.801668 -0.941277 -5.261695 0.69 -0.56 0.94
C -2.579846 -0.909782 -4.300215 -1.23 0.04 -1.81
O -2.272007 0.457920 -4.093417 1.18 0.18 0.36
C -1.063172 0.625452 -3.482944 0.10 -1.19 -0.74
C -0.639953 2.040721 -3.540249 -0.56 -0.14 0.80
O -0.415450 -0.318208 -3.053698 -0.83 1.15 -0.22
H -3.757478 -0.495548 -6.262518 0.76 -0.36 0.26
H -4.556571 -0.419375 -4.763361 -1.39 1.12 0.80
H -4.194477 -1.948944 -5.259745 0.13 -0.46 -0.52
H -2.781282 -1.343213 -3.329883 -0.30 -0.45 0.07
H -1.763114 -1.433208 -4.775573 0.39 0.11 0.23
H -0.318479 2.341534 -4.545009 0.09 -0.05 0.48
H 0.040870 2.128816 -2.718641 1.10 0.47 -0.10
H -1.490909 2.607819 -3.196313 -0.38 0.57 -0.32
C -1.982610 8.896606 -0.196601 0.64 -0.88 0.59
C -1.753811 7.439658 -0.665583 -0.38 0.05 -0.07
O -2.952879 6.590190 -0.384320 0.17 4.08 1.24
C -2.986468 5.462931 -0.984752 0.60 -1.69 -0.62
C -4.316228 4.766645 -0.814728 -0.21 -0.61 0.24
O -2.005292 5.052716 -1.570155 -0.70 -0.79 -0.48
H -2.908240 9.179181 -0.654315 -0.55 0.67 -0.03
H -1.168268 9.590704 -0.499943 -0.48 -0.73 -0.20
H -2.025011 9.000920 0.912029 -0.27 -0.32 -0.77
H -1.551746 7.362750 -1.748888 -0.18 0.17 0.53
H -0.954680 6.939189 -0.154692 0.52 0.06 0.22
H -4.845361 4.933058 0.144736 0.81 0.06 -0.27
H -4.118258 3.699539 -0.948983 -0.29 0.16 -0.08
H -5.040549 5.121944 -1.546670 0.22 -0.08 -0.36
C -0.479928 -0.831508 0.384114 -0.18 -1.36 -0.70
C 0.574792 0.235027 0.467167 -1.44 -0.07 0.13
O 0.055281 1.285332 1.282013 -1.03 0.98 0.35
C -1.004213 1.958237 0.766584 1.34 0.04 -2.54
C -1.716341 2.724727 1.808690 -1.41 1.07 0.12
O -1.239495 1.946276 -0.451724 -0.08 -0.05 2.56
H -0.904188 -1.015635 1.351305 -0.15 0.01 0.85
H -0.047350 -1.798757 0.093556 0.05 0.22 -0.14
H -1.330800 -0.644668 -0.286737 0.52 0.30 -0.02
H 1.425140 -0.089227 1.001316 1.00 -0.52 0.44
H 0.821805 0.613263 -0.489953 0.41 0.37 -1.06
H -1.087736 3.260901 2.521759 0.32 -0.29 -0.26
H -2.302299 2.028520 2.397221 -0.01 -0.22 0.19
H -2.449114 3.453068 1.396102 0.64 -0.51 -0.11
C -0.635990 -3.655987 -4.435719 1.41 0.67 0.41
C 0.322592 -4.784632 -4.742853 -0.29 0.44 -2.25
O 0.300496 -5.749657 -3.740747 -0.23 0.04 1.12
C 1.067343 -6.783776 -4.060432 0.29 -1.38 1.91
C 1.429603 -7.654437 -2.879140 0.23 0.17 -0.53
O 1.481288 -6.976527 -5.149745 0.78 -0.32 -2.07
H -1.613175 -3.956050 -4.059521 0.06 -0.23 -0.15
H -0.741399 -3.080193 -5.373766 -0.03 -0.08 0.60
H -0.112385 -3.040223 -3.656667 -0.99 -0.15 -0.69
H 0.099509 -5.277311 -5.721437 -0.06 0.42 0.71
H 1.371663 -4.435065 -4.854565 -0.61 0.09 0.06
H 2.527999 -7.584883 -2.799403 -0.42 -0.03 0.17
H 1.176411 -8.707506 -3.080800 -0.06 0.50 0.20
H 0.955503 -7.228004 -2.008308 -0.05 -0.36 0.46
```
Positions in Å, forces in eV/Å.

Values from the calculation:
calculated total energy = -7502.26204 Eh
strongest force on any atom = 4.27 eV Å⁻¹
net charge = 0
spin multiplicity = 1
SMILES = CN(C)P(=O)(N(C)C)N(C)C.CN(C)P(=O)(N(C)C)N(C)C.CN(C)P(=O)(N(C)C)N(C)C.COP(=O)(OC)OC.COP(=O)(OC)OC.COP(=O)(OC)OC.COP(=O)(OC)OC.COP(=O)(OC)OC.CCOC(C)=O.CCOC(C)=O.CCOC(C)=O.CCOC(C)=O
M = 1590.4 g/mol

Results of the Löwdin charge analysis, in e, for atoms 1 through 4:
1. C -0.121
2. N -0.304
3. C -0.117
4. P 0.493